Version A
# C33H48O27

A 9-piece molecular cluster, C33H48O27 overall (ωB97M-V/def2-TZVPD, the Open Molecules 2025 dataset).

Properties
**Net charge**: +1
**Multiplicity**: 2

```
108
Properties=species:S:1:pos:R:3:mulliken_charge:R:1
C 1.46 5.67 -1.23 -0.48
C 0.52 5.44 -0.11 -0.26
O -0.05 4.19 -0.24 -0.24
C 0.52 3.57 -1.40 0.63
O 0.15 2.53 -2.01 -0.43
O 1.62 4.41 -1.75 -0.37
H 2.43 6.14 -1.09 0.34
H 0.95 6.28 -1.98 0.31
H -0.24 6.21 -0.18 0.24
H 1.08 5.46 0.82 0.17
C 1.23 1.02 -4.16 0.43
C 2.47 1.75 -4.28 -0.28
O 3.36 0.78 -4.66 -0.35
C 2.72 -0.43 -4.81 0.61
O 3.25 -1.53 -5.13 -0.60
O 1.40 -0.24 -4.75 -0.30
H 0.50 1.67 -4.65 0.33
H 1.03 0.83 -3.10 -0.22
H 2.70 2.36 -3.41 0.13
H 2.46 2.40 -5.15 0.29
C -7.27 1.02 4.24 -0.24
C -5.85 0.52 4.60 -0.06
O -6.01 0.24 5.95 -0.36
C -7.26 0.57 6.40 0.61
O -7.61 0.54 7.56 -0.55
O -8.05 0.74 5.36 -0.31
H -7.50 0.39 3.38 0.25
H -7.26 2.02 3.80 0.27
H -5.13 1.33 4.60 0.14
H -5.48 -0.33 4.02 0.23
C -0.66 -4.30 -3.00 -1.01
C -0.82 -4.72 -4.50 0.22
C 0.19 -4.32 -5.62 0.40
O 0.75 -5.52 -6.14 -0.36
C 0.04 -6.53 -5.58 0.69
O 0.14 -7.72 -5.76 -0.57
O -0.81 -6.10 -4.75 -0.39
H -0.33 -3.28 -2.82 0.30
H 0.14 -4.87 -2.54 0.02
H -1.43 -4.74 -2.37 0.48
H -1.78 -4.32 -4.83 0.28
H 1.04 -3.89 -5.10 -0.31
H -0.19 -3.58 -6.33 0.30
C 1.18 -1.84 3.82 -0.65
C 0.97 -3.34 4.02 0.57
C 1.96 -4.05 4.92 -0.39
O 1.13 -4.14 6.06 -0.37
C -0.15 -3.91 5.89 0.62
O -1.03 -4.17 6.74 -0.58
O -0.30 -3.33 4.71 -0.32
H 2.18 -1.79 3.40 0.31
H 1.00 -1.17 4.66 0.42
H 0.59 -1.50 2.96 -0.40
H 1.07 -3.81 3.04 0.11
H 2.83 -3.43 5.11 0.32
H 1.99 -5.09 4.60 0.34
C 3.04 -4.48 -2.87 -1.33
C 3.20 -3.56 -1.69 1.05
C 2.52 -3.81 -0.44 0.08
O 3.46 -4.13 0.57 -0.28
C 4.67 -3.98 0.01 0.75
O 5.74 -3.96 0.70 -0.11
O 4.57 -3.74 -1.25 -0.30
H 2.85 -3.92 -3.79 0.06
H 2.32 -5.24 -2.55 0.42
H 3.82 -5.13 -3.27 0.42
H 3.19 -2.50 -1.94 0.18
H 1.78 -4.61 -0.45 0.32
H 2.11 -2.88 -0.05 -0.23
C 3.50 3.65 2.91 -1.39
C 3.77 2.92 1.54 0.44
C 4.87 1.96 1.65 -0.48
O 4.23 0.74 1.30 -0.38
C 2.91 0.85 1.08 0.43
O 2.17 -0.07 0.81 -0.37
O 2.60 2.15 1.24 -0.14
H 4.41 4.24 2.93 0.47
H 3.18 3.13 3.81 0.34
H 2.63 4.29 2.72 0.30
H 3.98 3.52 0.66 0.22
H 5.30 1.93 2.65 0.28
H 5.71 2.18 0.99 0.33
C -4.02 2.86 -1.35 -0.96
C -4.10 4.36 -1.21 0.42
C -3.19 5.06 -0.21 0.29
O -2.63 6.06 -0.98 -0.36
C -3.12 6.02 -2.30 0.61
O -2.85 6.92 -3.05 -0.54
O -4.00 5.00 -2.42 -0.37
H -4.20 2.44 -0.36 0.15
H -2.96 2.64 -1.52 0.09
H -4.76 2.44 -2.03 0.41
H -5.12 4.64 -0.93 0.27
H -2.29 4.57 0.14 -0.26
H -3.71 5.33 0.71 0.31
C -0.77 -0.60 -0.43 -1.15
C -1.15 -0.40 1.00 0.87
C -0.74 0.94 1.63 0.58
O -1.95 1.44 2.16 -0.37
C -2.95 0.74 1.60 0.50
O -4.13 0.88 1.73 -0.62
O -2.52 -0.22 0.90 -0.41
H 0.28 -0.60 -0.71 0.16
H -1.12 0.27 -0.98 0.15
H -1.21 -1.48 -0.91 0.40
H -0.97 -1.22 1.70 -0.01
H -0.17 1.48 0.88 -0.40
H -0.05 0.80 2.47 0.18
```

***

Version B
# C33H48O27

A 9-piece molecular cluster, C33H48O27 overall (ωB97M-V/def2-TZVPD, the Open Molecules 2025 dataset).

Properties
**Net charge**: +1
**Multiplicity**: 2

```
108
Properties=species:S:1:pos:R:3:mulliken_charge:R:1
C 2.49 2.86 3.90 -0.56
C 3.72 3.58 3.26 -0.26
O 3.87 2.95 2.05 -0.35
C 2.84 2.00 1.91 0.15
O 2.72 1.30 0.95 -0.11
O 1.96 2.06 2.91 -0.18
H 1.70 3.51 4.29 0.35
H 2.83 2.33 4.79 0.32
H 4.57 3.56 3.95 0.29
H 3.55 4.65 3.20 0.26
C -0.46 -0.16 -0.98 1.28
C 0.81 -1.06 -0.98 0.81
O 0.37 -2.20 -0.40 -0.37
C -0.98 -2.30 -0.42 0.61
O -1.65 -3.28 -0.10 -0.47
O -1.49 -1.14 -0.83 0.07
H -0.55 0.38 -1.92 -1.03
H -0.52 0.69 -0.31 -0.51
H 1.50 -0.45 -0.41 -0.47
H 1.18 -1.25 -1.99 -0.01
C -1.17 -6.41 -1.04 0.32
C -0.49 -5.83 -2.24 -0.22
O 0.02 -6.96 -2.93 -0.28
C -0.13 -8.05 -2.23 0.53
O 0.31 -9.14 -2.47 -0.37
O -0.93 -7.77 -1.08 -0.16
H -2.22 -6.13 -0.97 0.21
H -0.83 -5.94 -0.12 0.22
H 0.33 -5.16 -2.01 0.27
H -1.09 -5.26 -2.95 0.33
C 0.93 -1.23 3.03 -0.95
C -0.14 -1.80 4.00 0.36
C -1.20 -2.61 3.33 0.43
O -1.33 -3.68 4.27 -0.44
C -0.40 -3.69 5.18 0.55
O -0.42 -4.51 6.07 -0.60
O 0.43 -2.70 4.99 -0.43
H 0.55 -0.35 2.52 0.10
H 1.10 -1.98 2.26 0.21
H 1.82 -0.90 3.56 0.44
H -0.47 -0.94 4.59 0.24
H -0.73 -2.96 2.41 -0.02
H -2.02 -1.89 3.23 0.14
C -0.96 4.78 2.23 -1.36
C -2.10 3.76 2.05 0.54
C -2.07 3.13 0.61 -0.21
O -2.37 1.82 0.89 0.19
C -2.28 1.52 2.24 0.28
O -2.45 0.42 2.75 -0.51
O -1.84 2.67 2.90 -0.35
H 0.04 4.37 2.12 0.06
H -0.94 5.23 3.22 0.45
H -0.97 5.66 1.58 0.43
H -3.08 4.22 2.19 0.24
H -1.10 3.20 0.11 -0.08
H -2.79 3.59 -0.08 0.40
C 6.75 -1.71 -1.25 -1.52
C 5.23 -1.68 -1.61 0.50
C 4.31 -0.69 -1.01 -0.01
O 3.66 0.07 -1.94 0.16
C 4.19 -0.33 -3.13 0.32
O 4.05 0.19 -4.27 -0.57
O 5.23 -1.21 -2.92 -0.36
H 6.88 -1.92 -0.18 0.39
H 7.25 -0.75 -1.31 0.39
H 7.31 -2.37 -1.90 0.35
H 4.78 -2.66 -1.44 0.23
H 4.71 -0.08 -0.20 0.19
H 3.59 -1.30 -0.46 0.02
C 2.26 6.02 0.01 -1.32
C 2.36 5.35 -1.32 0.47
C 3.59 4.56 -1.55 -0.45
O 3.15 3.31 -2.03 -0.38
C 1.82 3.29 -2.00 0.74
O 1.16 2.42 -2.43 -0.53
O 1.33 4.44 -1.47 -0.40
H 2.57 5.36 0.82 0.07
H 1.39 6.64 0.22 0.37
H 2.96 6.85 0.08 0.45
H 2.19 6.06 -2.14 0.30
H 4.11 4.40 -0.61 0.30
H 4.25 5.05 -2.27 0.28
C -4.34 -1.31 0.88 -0.84
C -4.88 -2.32 -0.17 0.86
C -4.66 -3.80 0.08 0.19
O -5.96 -4.30 0.21 -0.38
C -6.85 -3.33 0.18 0.44
O -8.01 -3.50 0.31 -0.52
O -6.27 -2.18 -0.15 -0.42
H -3.25 -1.33 0.88 -0.19
H -4.69 -1.51 1.89 0.50
H -4.73 -0.32 0.61 0.38
H -4.49 -2.07 -1.16 -0.12
H -4.08 -3.82 1.00 0.17
H -4.16 -4.38 -0.69 0.06
C -3.63 0.94 -2.27 -0.82
C -2.97 1.35 -3.62 0.27
C -2.06 2.59 -3.67 -0.01
O -0.97 2.12 -4.41 -0.32
C -0.95 0.77 -4.52 0.71
O -0.07 0.11 -5.01 -0.56
O -2.14 0.30 -4.00 -0.39
H -2.93 0.82 -1.45 -0.21
H -4.01 -0.08 -2.25 0.15
H -4.46 1.62 -2.08 0.52
H -3.72 1.46 -4.41 0.49
H -1.73 2.96 -2.70 -0.12
H -2.51 3.41 -4.24 0.40
```

***

Which of them is most stable, and which least? Most stable: version B; least stable: version A.

***

Version A
# C4H2N2S

The molecule C4H2N2S (ωB97M-V/def2-TZVPD, the Open Molecules 2025 dataset).

Properties
**Net charge**: 0

```
9
Properties=species:S:1:pos:R:3:mulliken_charge:R:1
C 0.62 0.56 0.10 -0.08
C 0.27 -0.73 0.27 -0.22
C 2.99 0.46 -0.08 0.44
C 2.11 -2.44 -0.19 -0.14
N 1.85 0.84 -0.28 -0.31
N 1.31 -1.63 0.04 -0.04
S 4.54 0.33 0.15 -0.27
H -0.16 1.41 0.03 0.29
H -0.75 -1.05 0.64 0.33
```

***

Version B
# C4H2N2S

The molecule C4H2N2S (ωB97M-V/def2-TZVPD, the Open Molecules 2025 dataset).

Properties
**SMILES string**: C#C/N=C\N=C=S
**Net charge**: 0

```
9
Properties=species:S:1:pos:R:3:mulliken_charge:R:1
C 1.23 1.09 0.25 -0.90
C 0.62 0.40 -0.52 0.67
N -0.20 -0.45 -1.11 -0.57
C -1.11 -1.01 -0.41 0.17
N -1.31 -0.78 0.91 -0.34
C -0.80 -0.05 1.74 0.46
S -0.51 0.66 3.08 -0.29
H 1.91 1.76 0.69 0.41
H -1.78 -1.73 -0.86 0.39
```

***

Version C
# C4H2N2S

C4H2N2S as an isolated structure (ωB97M-V/def2-TZVPD, the Open Molecules 2025 dataset).

Properties
**Net charge**: 0

```
9
Properties=species:S:1:pos:R:3:mulliken_charge:R:1
C -1.03 -0.56 0.03 -0.69
C -1.26 0.83 -0.04 -0.14
C 0.33 -0.79 0.21 0.22
C 1.08 0.33 0.25 0.19
N 2.15 -1.42 -0.07 -0.11
N 2.43 -0.27 -0.04 -0.11
S 0.14 1.79 0.06 -0.08
H -1.69 -1.40 -0.08 0.38
H -2.15 1.50 -0.32 0.32
```

***

Which of them is most stable, and which least? Most stable: version A; least stable: version C.

***

Version A
# C4H12NO2

A 3-piece molecular cluster, C4H12NO2 overall (ωB97M-V/def2-TZVPD, the Open Molecules 2025 dataset).

Properties
**Net charge**: 0
**Multiplicity**: 2

```
19
Properties=species:S:1:pos:R:3:mulliken_charge:R:1
C -1.81 0.72 -0.26 -0.03
N -1.59 -0.35 0.45 -0.32
C 0.73 -1.20 0.58 -1.59
C -0.23 -0.29 -0.24 0.66
C 0.56 1.06 -0.58 -0.75
O 1.81 0.89 -1.06 -0.55
H -2.24 0.82 -1.37 0.34
H -3.75 -1.33 0.52 -0.03
H -1.80 1.81 0.12 0.33
H -3.83 -1.71 -0.12 0.05
H 0.30 -2.14 0.89 0.45
H 0.86 -0.63 1.50 0.38
H 1.62 -1.45 0.02 0.43
H -0.49 -0.91 -1.14 0.21
H 0.45 1.70 0.33 0.36
H -0.04 1.49 -1.39 0.44
H 3.96 0.64 1.00 0.17
H 2.43 0.54 -0.22 0.38
O 3.05 0.33 0.98 -0.92
```

***

Version B
# C4H12NO2

A 2-piece molecular cluster, C4H12NO2 overall (ωB97M-V/def2-TZVPD, the Open Molecules 2025 dataset).

Properties
**Net charge**: 0
**Multiplicity**: 2

```
19
Properties=species:S:1:pos:R:3:mulliken_charge:R:1
C -1.38 0.23 0.97 -0.34
C -0.12 0.86 1.54 -0.51
N 1.05 0.03 1.28 -0.37
C 1.53 0.05 -0.07 -0.53
C 1.12 -1.24 -0.96 0.09
O 0.53 -2.21 -0.28 -0.40
H -1.34 -0.86 1.10 0.27
H -2.37 0.58 1.27 0.41
H -1.28 0.21 -0.12 -0.37
H -0.26 1.07 2.60 0.31
H 0.07 1.84 1.10 0.34
H 0.82 -0.92 1.54 0.27
H 1.18 0.91 -0.65 0.34
H 2.62 0.05 -0.07 0.35
H 1.98 -1.48 -1.61 0.36
H 0.38 -0.84 -1.69 0.11
H -0.91 0.04 -2.01 0.06
H -1.91 1.17 -1.65 0.31
O -1.71 0.50 -2.30 -0.69
```

***

Which of them is most stable, and which least? Most stable: version B; least stable: version A.

***

Version A
# C2H14NO3

A 4-piece molecular cluster, C2H14NO3 overall (ωB97M-V/def2-TZVPD, the Open Molecules 2025 dataset).

Properties
**Net charge**: +1

```
20
Properties=species:S:1:pos:R:3:mulliken_charge:R:1
C -0.34 -1.00 0.37 -0.93
N -0.81 -0.28 -0.87 -0.18
C -0.29 -0.84 -2.27 -0.79
H -1.23 -1.46 0.77 0.42
H -0.24 -0.29 1.19 0.34
H 0.57 -1.56 0.20 0.33
H -1.76 -0.62 -0.93 0.39
H -0.73 0.73 -0.96 0.40
H -0.18 -1.85 -1.88 0.37
H -1.13 -0.55 -2.92 0.36
H 0.59 -0.32 -2.59 0.29
H -0.75 3.10 0.18 0.30
H -1.71 2.20 0.78 0.29
O -1.06 2.20 0.07 -0.62
H 0.73 -0.61 4.03 0.31
H 0.56 0.85 4.30 0.32
O 0.25 0.16 3.70 -0.62
H 2.42 0.65 -1.57 0.30
H 2.96 -0.47 -0.68 0.30
O 2.14 -0.02 -0.93 -0.58
```

***

Version B
# C2H14NO3

A 4-piece molecular cluster, C2H14NO3 overall (ωB97M-V/def2-TZVPD, the Open Molecules 2025 dataset).

Properties
**Net charge**: +1

```
20
Properties=species:S:1:pos:R:3:mulliken_charge:R:1
C 1.04 0.49 -0.65 -0.52
N 0.39 -0.90 0.03 -0.19
C -0.22 -1.96 -0.74 -0.83
H 0.59 0.19 -1.72 0.24
H 2.16 0.30 -0.50 0.33
H 0.47 1.37 -0.22 0.25
H 1.21 -1.30 0.49 0.34
H -0.40 -0.61 0.66 0.41
H 0.57 -2.68 -0.92 0.34
H -0.94 -2.33 0.01 0.30
H -0.87 -1.64 -1.56 0.33
H -1.51 -0.89 2.78 0.30
H -0.63 0.08 3.17 0.28
O -0.75 -0.42 2.35 -0.62
H 1.47 2.42 2.59 0.28
H 1.71 2.59 1.14 0.31
O 1.32 2.02 1.77 -0.58
H -1.43 1.75 -2.90 0.33
H -2.26 0.54 -3.26 0.32
O -1.92 0.99 -2.52 -0.64
```

***

Which of them is most stable, and which least? Most stable: version A; least stable: version B.